Entry 1:
This record from the OMol25 dataset describes a 16-piece molecular cluster, C20H72N14O16 overall in a non-equilibrium geometry. The level of theory is ωB97M-V with the def2-TZVPD basis set.

```
122
Properties=species:S:1:pos:R:3:forces:R:3
C 2.88843 -3.08851 3.48220 1.9 3.6 0.9
C 2.60843 -1.57051 3.10720 -1.0 -3.6 -2.5
O 1.25243 -1.21851 3.22120 0.0 0.3 2.1
H 3.96543 -3.22051 3.22720 -0.7 -0.3 0.5
H 2.29143 -3.74251 2.97520 -1.6 -1.7 -1.7
H 2.67943 -3.18651 4.52920 0.4 -0.4 0.8
H 2.78043 -1.58051 2.04420 0.7 0.4 -0.5
H 3.36043 -0.99751 3.56820 0.3 1.4 1.0
H 0.78143 -1.13351 2.38120 0.3 0.4 -0.8
C -3.71157 0.57549 0.50220 0.5 -3.0 1.9
C -4.68757 0.15149 -0.52980 -2.6 0.4 1.0
O -5.32457 -1.02051 0.01020 0.4 0.3 -0.2
H -2.87357 -0.14251 0.40120 0.0 0.6 0.5
H -4.04457 0.57549 1.63120 0.1 -0.1 -2.5
H -3.46857 1.52549 0.23620 1.3 2.9 -0.3
H -4.30657 0.02949 -1.54380 0.5 -0.6 0.1
H -5.40557 0.99549 -0.64680 -0.2 -0.6 0.1
H -5.73157 -1.55851 -0.65880 -0.3 -0.2 -0.5
C -0.84857 1.27549 4.58220 0.5 -1.0 -0.9
C -2.30857 0.89049 4.12720 3.7 -1.8 1.4
O -2.92557 1.97149 3.65220 -1.9 3.9 0.9
H -0.24557 1.90249 3.89320 -0.8 -0.4 -0.1
H -0.27257 0.35849 4.68920 0.1 -0.2 0.0
H -0.72957 1.75849 5.53120 -0.7 0.4 0.8
H -2.77157 0.43449 5.01420 -0.3 -0.2 -0.3
H -2.22957 0.18449 3.30620 0.0 -0.4 0.1
H -2.88157 2.59549 4.43820 -0.5 -0.5 -1.8
C 1.29643 -4.16751 -3.41880 -2.3 -0.8 -0.3
C -0.04257 -4.84051 -3.06580 -0.8 1.2 0.8
O -0.15157 -5.97051 -3.82880 0.6 -1.9 -2.1
H 1.36643 -3.98151 -4.48380 -0.3 0.3 -0.2
H 2.03843 -4.87451 -3.21480 1.5 -0.7 0.8
H 1.30243 -3.28251 -2.84680 0.7 1.1 0.6
H -0.90557 -4.20451 -3.33580 0.5 0.3 0.4
H -0.17757 -5.11251 -1.99280 0.6 0.6 -0.4
H -0.65357 -6.67651 -3.44780 -0.4 -0.2 0.5
C 1.38943 0.68149 -3.67080 5.7 2.3 -2.0
O 2.55743 1.13849 -4.13580 -4.0 -0.8 1.3
N 0.35543 1.38449 -3.39080 -3.2 5.2 0.5
N 1.27543 -0.54151 -3.30980 4.0 -5.9 -1.0
H 0.54843 2.44649 -3.43280 -0.7 -2.6 -0.3
H -0.57257 1.14249 -2.92480 2.0 -0.2 -1.6
H 2.09543 -1.13651 -3.62980 -1.5 1.0 0.5
H 0.43043 -1.05951 -3.06680 -0.7 0.2 -0.4
C -1.31757 -3.19951 4.27320 -7.9 -4.8 6.3
O -2.40957 -3.78151 4.81220 3.9 2.1 -2.4
N -0.22657 -3.19951 4.93920 5.1 -1.0 4.7
N -1.33157 -2.72451 3.10120 -3.3 3.1 -6.0
H -0.02157 -3.69751 5.92620 -1.4 1.7 -3.5
H 0.50843 -2.62751 4.55720 0.4 0.1 0.1
H -2.30357 -2.67451 2.62720 2.3 -0.1 1.3
H -0.66057 -2.07651 2.71120 -0.1 0.0 0.1
C -4.06057 4.28649 -0.52380 -4.6 -3.4 7.1
O -4.60957 3.72849 0.61020 2.9 2.4 -4.8
N -4.81857 4.97749 -1.29980 -3.7 4.3 -4.2
N -2.88157 4.11149 -0.98080 3.2 -1.4 0.2
H -5.81457 5.19849 -1.08480 1.6 -0.6 0.1
H -4.42157 5.51249 -2.14080 -0.8 -1.3 2.0
H -2.21657 3.77449 -0.33880 0.8 -0.8 0.8
H -2.45657 4.66649 -1.67680 0.3 0.6 -1.1
C -1.89857 -0.73551 -2.89980 4.6 -2.9 0.5
O -0.89857 -1.64451 -2.72480 -5.4 3.4 -0.5
N -2.80057 -0.85351 -3.84280 -3.1 0.9 -0.9
N -1.88357 0.46049 -2.31580 -2.1 1.4 1.7
H -2.79357 -1.65051 -4.39780 0.1 -1.6 -0.9
H -3.66957 -0.26151 -3.94980 1.9 -0.9 0.5
H -1.22957 0.60349 -1.52680 -0.7 -0.3 0.1
H -2.75757 1.05449 -2.26880 1.5 -1.1 -0.2
C -0.07157 4.55349 -3.58880 -2.4 1.3 7.4
O -0.86657 4.92249 -2.51580 3.5 -1.7 -5.7
N -0.25057 4.78449 -4.83180 -1.7 2.9 -5.0
N 1.02243 3.84649 -3.40580 2.7 0.7 -0.4
H -1.02757 5.42649 -4.98680 0.3 -0.3 -0.4
H 0.56743 4.90549 -5.48780 -1.5 -0.4 1.2
H 1.30043 3.72349 -2.46880 0.8 0.0 1.6
H 1.76643 3.80049 -4.13280 -0.9 -0.3 0.9
C 0.47943 -4.63251 0.97220 0.5 5.8 -6.3
O 0.40943 -3.44851 0.29020 0.9 -4.7 2.7
N -0.25757 -4.86051 1.94820 -3.2 0.3 7.6
N 1.11543 -5.66151 0.53920 4.5 -3.1 -3.0
H -0.57657 -3.93351 2.33620 -0.4 -1.5 -0.3
H 0.11643 -5.46551 2.72620 -0.8 0.6 -1.4
H 1.88343 -5.42151 -0.13180 -1.0 -0.6 0.5
H 1.13643 -6.61251 0.97020 -0.3 1.7 -0.4
C 0.19843 -0.26451 -0.05880 -1.8 -3.1 5.3
O -0.49957 -0.64251 1.11520 3.4 1.9 -5.3
N 1.06143 -1.02651 -0.71580 -0.1 -0.8 1.1
N 0.04743 0.93549 -0.56780 -0.2 1.4 0.1
H 0.94543 -2.02651 -0.57680 0.0 -0.4 0.4
H 1.33243 -0.72051 -1.65280 0.0 0.0 0.3
H -0.40957 1.56149 0.02220 -1.0 1.6 1.5
H 0.60743 1.39049 -1.26480 0.6 -0.5 -0.3
C 4.18443 0.40349 -0.88280 -1.5 0.5 -1.9
O 3.59243 -0.35751 0.16620 1.6 0.7 0.7
H 3.36643 1.08549 -1.33780 1.4 -0.7 0.5
H 4.45343 -0.29251 -1.72480 0.2 0.8 0.7
H 5.05843 1.06449 -0.60380 -0.9 -1.0 0.1
H 2.64343 -0.41751 0.02320 -0.3 -0.2 -0.3
C 3.73643 -3.45851 -0.37180 0.3 0.6 -0.2
O 3.58043 -4.84351 -0.69880 0.3 0.2 -0.2
H 4.60143 -2.95951 -0.84680 -0.1 -0.7 -0.1
H 3.88843 -3.26151 0.71120 -0.7 -0.2 -0.6
H 2.85343 -3.00251 -0.81180 0.0 0.4 0.6
H 3.86343 -5.35651 0.04920 0.5 -0.3 0.4
C -1.05457 3.88749 1.83120 3.2 -1.3 0.4
O -1.27457 2.63649 1.22020 -1.1 -0.4 0.3
H -1.79957 4.58249 1.93320 -2.9 1.0 0.1
H -0.34857 4.36749 1.17020 0.6 0.2 -0.1
H -0.57957 3.76249 2.82020 -0.1 0.1 -0.3
H -1.87657 2.07749 1.75920 0.2 0.7 -0.2
C 2.30743 1.89949 2.55220 -0.5 -1.8 -0.9
O 2.93543 2.40349 1.36120 -0.1 0.5 0.1
H 1.86943 2.64449 3.20220 0.7 0.7 0.0
H 3.04443 1.25649 3.05020 -0.5 0.3 0.3
H 1.41043 1.27749 2.29220 0.8 0.2 0.0
H 3.57243 1.74149 1.03220 -0.7 0.2 0.4
C 2.17843 5.43649 -0.87080 1.1 -0.5 4.3
O 1.62343 4.11849 -0.73080 0.5 0.7 0.1
H 1.95843 5.89349 -1.75380 -0.6 0.8 -2.6
H 3.25843 5.46349 -0.62680 -0.2 -0.4 -0.8
H 1.83843 6.11349 -0.05780 -0.6 -0.4 -0.4
H 2.06443 3.74249 0.05020 -0.1 -0.5 -0.1
```
Positions in Å, forces in eV/Å.

---

Entry 2:
This record from the OMol25 dataset describes a 14-piece molecular cluster, C20H73N5O14 overall in a non-equilibrium geometry. The level of theory is ωB97M-V with the def2-TZVPD basis set.

```
112
Properties=species:S:1:pos:R:3:forces:R:3
C -0.30120 -20.27931 -13.48716 0.4 0.4 -0.1
C -0.77325 -21.51641 -14.21909 0.0 -0.4 0.2
C -2.28087 -21.57219 -14.30703 -0.3 0.1 -0.4
O -2.63672 -22.80080 -14.91667 0.4 -0.2 0.3
C -4.00961 -23.05070 -14.92171 -0.4 0.1 -0.4
N -0.21298 -21.54749 -15.57659 0.0 -0.5 0.2
H -0.83491 -19.39457 -13.84327 0.0 0.0 0.1
H 0.75543 -20.10686 -13.70815 0.0 0.0 0.0
H -0.37769 -20.36268 -12.40332 -0.3 0.0 0.0
H -0.49405 -22.40087 -13.62055 0.1 0.0 -0.2
H -2.65464 -20.72588 -14.90761 0.1 -0.1 0.0
H -2.74172 -21.50476 -13.31115 0.1 0.0 0.0
H -4.46810 -22.70885 -15.86001 0.0 0.3 0.1
H -4.48767 -22.55433 -14.06903 -0.2 -0.1 0.0
H -4.20858 -24.12233 -14.88825 0.3 0.0 0.2
H -0.66888 -22.30989 -16.07568 -0.1 0.2 -0.1
H 0.75608 -21.84885 -15.50909 0.0 0.2 0.0
C -6.51950 -27.26268 -19.21564 0.3 0.4 -0.4
C -7.36292 -26.96383 -17.99912 -0.7 -1.0 0.5
C -7.83030 -25.52759 -17.87366 -0.6 -0.3 -0.1
O -6.77631 -24.74946 -17.36057 -0.1 -0.1 0.0
C -7.12047 -23.40319 -17.08828 0.4 0.3 -0.4
N -8.59031 -27.88458 -17.88764 1.9 0.2 0.8
H -7.12644 -27.33856 -20.12067 -0.1 0.1 0.1
H -5.93629 -28.17990 -19.14093 -0.1 -0.1 0.2
H -5.79888 -26.45717 -19.38900 0.0 0.0 0.1
H -6.80040 -27.21961 -17.09332 0.4 0.5 -0.2
H -8.71081 -25.49285 -17.21496 0.2 0.0 0.2
H -8.19466 -25.15302 -18.84572 0.3 0.1 0.0
H -6.20418 -22.84588 -17.28352 -0.1 0.3 0.2
H -7.45302 -23.24212 -16.06179 0.0 -0.2 0.1
H -7.88703 -23.02211 -17.76986 0.0 -0.1 0.0
H -8.64062 -27.89156 -16.85833 -0.9 0.1 -0.3
H -8.15293 -28.80826 -17.98042 -0.4 0.0 -0.5
C -0.25930 -27.88322 -16.88611 0.3 -0.1 -0.4
C -1.05982 -27.12973 -17.96946 0.8 0.5 0.7
C -2.53004 -27.15892 -17.63987 -0.1 -0.8 -0.6
O -2.70172 -26.67670 -16.33941 -0.3 0.1 0.2
C -4.03608 -26.74933 -15.92219 -0.5 0.3 0.5
N -0.51393 -25.76079 -18.06428 -0.3 0.0 -0.2
H -0.85795 -28.62956 -16.36582 0.0 0.0 0.0
H 0.15871 -27.19860 -16.15000 -0.2 0.1 0.1
H 0.59735 -28.38225 -17.34526 -0.1 0.0 0.0
H -0.87353 -27.61495 -18.92660 -0.3 0.0 -0.1
H -2.85974 -28.21470 -17.70621 -0.1 0.2 0.1
H -3.11806 -26.58573 -18.36952 0.0 0.1 0.1
H -4.43649 -27.77359 -15.91035 0.2 -0.1 -0.1
H -4.71494 -26.12689 -16.52283 0.2 -0.1 -0.2
H -4.09954 -26.36489 -14.90186 0.1 -0.1 0.0
H -0.99637 -25.25815 -18.80581 0.1 -0.1 0.0
H -0.77398 -25.25337 -17.22121 0.1 -0.1 0.1
C -5.31373 -28.63012 -11.66633 0.5 -0.5 -1.0
C -6.47318 -27.85419 -11.09786 -0.5 0.1 1.2
C -7.21521 -27.04321 -12.12919 -0.3 -0.4 -0.9
O -6.30694 -26.17408 -12.76792 0.2 0.2 0.1
C -6.93263 -25.42754 -13.77941 -0.2 0.0 0.0
N -7.42659 -28.78434 -10.43478 0.3 0.1 0.1
H -5.54879 -29.68357 -11.85286 -0.3 0.1 0.3
H -4.41645 -28.60347 -11.05017 -0.1 0.1 0.1
H -5.03479 -28.25527 -12.65426 0.1 0.2 0.2
H -6.09323 -27.14926 -10.34479 0.1 0.1 -0.2
H -8.05447 -26.46908 -11.70888 0.1 0.0 0.3
H -7.66103 -27.71050 -12.88881 0.2 0.0 0.3
H -7.21596 -26.06033 -14.63207 -0.1 0.0 0.1
H -6.23766 -24.66660 -14.12702 0.0 0.0 0.0
H -7.83077 -24.94502 -13.36954 0.0 0.1 -0.2
H -8.01879 -28.27758 -9.78194 -0.1 0.1 -0.2
H -6.86778 -29.38237 -9.83112 -0.1 -0.1 -0.1
C -9.02152 -20.92681 -15.20407 0.3 0.2 -0.2
C -9.29049 -20.87399 -13.70989 -0.1 0.3 -0.2
C -8.28129 -21.71433 -12.94452 -0.1 -0.7 0.1
O -8.38253 -21.42275 -11.56771 0.0 0.0 0.1
C -7.89695 -22.45926 -10.74909 0.0 0.1 0.5
N -9.36734 -19.47812 -13.26208 0.5 -0.1 0.0
H -9.53492 -20.10988 -15.71245 -0.3 -0.2 0.0
H -9.34048 -21.88528 -15.61248 0.0 0.1 -0.1
H -7.96357 -20.78095 -15.45742 0.0 -0.1 0.2
H -10.27571 -21.32520 -13.55629 0.0 0.1 0.2
H -7.24660 -21.58822 -13.29847 0.0 0.3 0.0
H -8.52569 -22.77992 -13.09002 0.0 0.1 -0.1
H -7.90664 -22.10123 -9.71696 0.0 0.1 -0.1
H -6.86742 -22.73153 -11.00229 0.0 -0.1 -0.1
H -8.55403 -23.33836 -10.76708 0.1 0.0 -0.3
H -8.57557 -18.97661 -13.66107 -0.1 0.0 0.0
H -9.20593 -19.45368 -12.25880 -0.2 0.0 0.0
O -7.63582 -31.81012 -18.70669 0.0 0.1 0.2
H -7.93377 -31.04572 -19.21620 0.0 0.0 -0.3
H -6.69940 -31.88538 -18.90816 0.0 0.0 0.0
O -5.80602 -23.92619 -21.42704 0.0 0.0 0.0
H -5.46961 -23.26593 -22.04027 0.1 0.0 0.0
H -6.64351 -24.21268 -21.79926 0.0 0.0 0.0
O -4.76148 -28.85947 -22.46354 0.0 0.0 0.1
H -4.73453 -29.62486 -23.04419 0.0 0.0 0.0
H -5.68216 -28.80061 -22.19014 -0.1 0.1 -0.1
O -11.29903 -27.07001 -18.46714 0.0 0.1 0.0
H -10.39879 -27.34647 -18.21248 0.0 -0.1 -0.2
H -11.80003 -27.88545 -18.54779 0.0 0.0 0.0
O -8.53327 -28.55737 -14.91306 0.0 0.0 -0.2
H -8.41306 -29.47728 -15.17279 0.0 -0.1 0.1
H -9.36563 -28.54602 -14.42976 0.0 0.0 0.0
O -8.40309 -29.55804 -20.43379 -0.3 0.0 0.0
H -8.23646 -29.17712 -21.30318 0.2 0.0 -0.1
H -9.05718 -28.97544 -20.02721 0.1 0.1 0.1
O -7.81722 -28.05417 -23.20375 -0.1 -0.2 0.4
H -8.68716 -28.43942 -23.35697 0.0 0.0 -0.2
H -7.99874 -27.16496 -22.88338 0.0 0.1 -0.1
O -4.42364 -24.09983 -18.81347 0.1 0.0 0.1
H -5.11656 -24.50121 -18.26614 -0.1 0.0 -0.1
H -4.75715 -24.12747 -19.71922 -0.1 0.0 0.0
O -3.02533 -21.72302 -18.16315 -0.2 0.1 0.1
H -3.34521 -20.91521 -18.57233 0.0 0.0 0.0
H -3.71733 -22.38817 -18.31567 0.2 -0.2 -0.1
```
Positions in Å, forces in eV/Å.

---

Quick rundown of HOMO-LUMO gap, same order as above: 8.59 8.32 eV
Quick rundown of total energy, same order as above: -75523.9865 -58037.5472 eV
Quick rundown of LUMO, same order as above: 0.0 -0.5 eV